{"formula": "C29H29BaN3OPSe", "method": "ωB97M-V with the def2-TZVPD basis set", "orbital_gap_ha": 0.2437, "lumo_energy_ev": -3.28, "total_charge": 1, "e_tot_ha": -4130.036379, "elements": ["Ba", "C", "C", "C", "C", "C", "H", "H", "H", "H", "H", "O", "N", "C", "C", "C", "C", "C", "C", "C", "P", "C", "C", "C", "C", "C", "C", "C", "C", "C", "C", "C", "C", "H", "H", "H", "H", "H", "H", "H", "H", "H", "H", "H", "H", "H", "H", "H", "H", "C", "N", "C", "C", "N", "C", "C", "Se", "H", "H", "H", "H", "H", "H", "H", "H"], "positions_angstrom": [[0.48, -2.56, 1.88], [2.42, -4.50, 1.72], [2.53, -4.75, 0.33], [3.49, -3.87, -0.20], [4.01, -3.10, 0.86], [3.38, -3.48, 2.04], [2.07, -5.23, 2.45], [1.98, -5.50, -0.22], [3.82, -3.84, -1.23], [4.79, -2.35, 0.76], [3.65, -3.19, 3.05], [-0.02, -4.47, -1.63], [-0.73, -3.29, -1.55], [-1.93, -3.45, -1.90], [-2.93, -2.37, -1.77], [-4.18, -2.64, -2.31], [-5.23, -1.75, -2.18], [-5.04, -0.58, -1.47], [-3.80, -0.29, -0.92], [-2.71, -1.15, -1.06], [-1.04, -0.71, -0.40], [-0.22, -0.02, -1.88], [-0.93, 0.76, -2.79], [-0.28, 1.31, -3.89], [1.07, 1.07, -4.09], [1.78, 0.28, -3.19], [1.13, -0.26, -2.09], [-1.41, 0.79, 0.61], [-2.03, 0.55, 1.85], [-2.31, 1.59, 2.72], [-1.97, 2.89, 2.38], [-1.35, 3.14, 1.17], [-1.06, 2.09, 0.29], [0.91, -4.22, -1.52], [-2.27, -4.43, -2.26], [-4.33, -3.56, -2.85], [-6.20, -1.97, -2.61], [-5.86, 0.12, -1.34], [-3.68, 0.64, -0.39], [-1.98, 0.95, -2.65], [-0.83, 1.92, -4.59], [1.58, 1.49, -4.96], [2.83, 0.09, -3.35], [1.70, -0.85, -1.38], [-2.34, -0.46, 2.10], [-2.81, 1.38, 3.67], [-2.20, 3.70, 3.06], [-1.09, 4.15, 0.89], [-0.58, 2.31, -0.65], [1.22, 1.94, 4.14], [1.52, 2.75, 2.98], [1.44, 4.13, 2.91], [1.83, 4.49, 1.67], [2.14, 3.32, 0.99], [2.63, 3.23, -0.38], [1.95, 2.25, 1.80], [2.30, 0.51, 1.34], [1.01, 2.59, 4.98], [2.07, 1.30, 4.37], [0.35, 1.31, 3.94], [1.11, 4.73, 3.74], [1.91, 5.46, 1.21], [2.86, 4.23, -0.73], [1.88, 2.77, -1.02], [3.52, 2.61, -0.41]]}


{"formula": "C29H29CaN2O6PS2SbSe4", "method": "ωB97M-V with the def2-TZVPD basis set", "orbital_gap_ha": 0.2501, "lumo_energy_ev": 1.39, "total_charge": -1, "de_lowest_kcal_mol": 0.0, "e_tot_ha": -13345.005449, "elements": ["Ca", "O", "S", "O", "O", "O", "Se", "Sb", "Se", "Se", "Se", "C", "C", "C", "C", "C", "C", "C", "S", "C", "O", "H", "H", "H", "H", "H", "H", "H", "H", "H", "H", "N", "C", "C", "N", "C", "H", "H", "H", "H", "O", "P", "C", "C", "C", "C", "C", "C", "C", "C", "C", "C", "C", "C", "C", "C", "C", "C", "C", "C", "H", "H", "H", "H", "H", "H", "H", "H", "H", "H", "H", "H", "H", "H", "H"], "positions_angstrom": [[-0.01, -1.16, -1.55], [0.32, -3.20, -2.16], [-0.86, -3.68, -1.25], [-0.30, -4.23, -0.02], [-1.69, -4.57, -2.01], [-1.66, -2.38, -0.91], [-3.17, 1.56, -6.50], [-1.53, -0.12, -5.93], [0.08, -0.52, -7.63], [-0.26, 0.35, -3.61], [-1.51, -1.74, -3.96], [3.06, 4.26, -1.46], [1.80, 3.68, -0.85], [1.71, 3.45, 0.52], [0.54, 2.94, 1.08], [-0.55, 2.70, 0.27], [-0.49, 2.94, -1.10], [0.69, 3.41, -1.65], [-1.97, 1.84, 0.96], [-2.99, 3.32, 1.01], [-1.62, 1.54, 2.40], [3.92, 4.07, -0.82], [2.96, 5.34, -1.58], [3.25, 3.83, -2.44], [2.56, 3.65, 1.15], [0.48, 2.69, 2.13], [-1.35, 2.73, -1.72], [0.76, 3.54, -2.73], [-2.44, 4.14, 1.48], [-3.89, 3.08, 1.58], [-3.27, 3.56, -0.02], [-4.39, 0.53, -3.50], [-4.77, -0.33, -2.50], [-4.22, 0.17, -1.36], [-3.50, 1.31, -1.64], [-3.62, 1.49, -2.94], [-4.57, 0.46, -4.49], [-5.38, -1.20, -2.68], [-4.29, -0.21, -0.35], [-3.22, 2.30, -3.52], [-0.17, -0.01, 0.29], [0.55, -1.06, 1.14], [1.93, -1.79, -0.02], [2.40, -0.81, -0.96], [3.33, -1.14, -1.92], [3.82, -2.45, -1.94], [3.44, -3.36, -0.98], [2.50, -3.04, 0.00], [1.52, -0.15, 2.39], [0.89, 0.18, 3.59], [1.54, 0.98, 4.52], [2.82, 1.46, 4.27], [3.45, 1.14, 3.07], [2.80, 0.34, 2.14], [-0.40, -2.17, 2.14], [-1.78, -2.11, 2.12], [-2.51, -3.03, 2.86], [-1.86, -4.01, 3.59], [-0.47, -4.04, 3.64], [0.27, -3.10, 2.94], [2.04, 0.23, -0.86], [3.65, -0.41, -2.65], [4.52, -2.75, -2.71], [3.85, -4.37, -1.00], [2.15, -3.79, 0.70], [-0.11, -0.15, 3.79], [1.04, 1.24, 5.44], [3.33, 2.08, 5.00], [4.45, 1.50, 2.86], [3.31, 0.10, 1.21], [-2.27, -1.36, 1.51], [-3.59, -3.00, 2.83], [-2.43, -4.76, 4.12], [0.04, -4.81, 4.21], [1.35, -3.10, 2.99]]}


{"formula": "C29H29MnN5O2S2Te", "method": "ωB97M-V with the def2-TZVPD basis set", "orbital_gap_ha": 0.2100, "lumo_energy_ev": -10.69, "total_charge": 3, "de_lowest_kcal_mol": 0.0, "e_tot_ha": -3761.022555, "elements": ["Mn", "N", "C", "N", "C", "C", "S", "C", "C", "S", "C", "N", "N", "H", "H", "H", "H", "H", "H", "C", "C", "C", "C", "C", "C", "Te", "N", "C", "O", "C", "C", "C", "C", "C", "C", "C", "C", "C", "C", "C", "C", "C", "C", "C", "C", "H", "H", "H", "H", "H", "H", "H", "H", "H", "H", "H", "H", "H", "H", "H", "H", "H", "H", "H", "H", "H", "H", "H", "O"], "positions_angstrom": [[0.24, -1.27, -2.21], [-2.10, -2.79, -0.67], [-2.46, -2.39, -1.91], [-1.48, -1.92, -2.72], [-1.76, -1.80, -4.09], [-3.07, -2.02, -4.33], [-3.83, -2.53, -2.88], [-0.66, -1.38, -4.88], [-0.55, -1.06, -6.24], [0.93, -0.38, -6.63], [1.43, -0.44, -4.92], [0.38, -0.86, -4.13], [2.63, -0.27, -4.43], [-1.41, -3.54, -0.66], [-2.90, -3.14, -0.17], [-3.66, -2.06, -5.29], [-1.25, -1.28, -7.02], [3.27, 0.39, -4.81], [2.86, -0.73, -3.56], [-0.54, 4.90, 3.72], [-0.43, 3.52, 3.20], [0.77, 2.85, 3.13], [0.86, 1.57, 2.57], [2.19, 0.90, 2.55], [-0.34, 0.95, 2.22], [-0.28, -1.13, 1.50], [-0.09, -0.54, -0.49], [0.47, 0.56, -1.08], [1.40, 0.24, -1.98], [-0.02, 1.92, -1.01], [0.75, 3.05, -1.18], [0.07, 4.30, -1.19], [-1.32, 4.33, -1.30], [-2.14, 3.17, -1.08], [-1.44, 2.00, -0.86], [1.54, -2.40, 1.64], [2.52, -2.63, 0.64], [3.44, -3.68, 0.78], [3.36, -4.47, 1.87], [2.36, -4.28, 2.77], [1.34, -3.28, 2.71], [0.18, -3.30, 3.65], [-1.66, 1.53, 2.31], [-2.95, 0.72, 2.06], [-1.60, 2.84, 2.82], [-1.54, 5.27, 3.81], [0.07, 5.62, 3.13], [-0.16, 4.98, 4.74], [1.74, 3.39, 3.27], [2.23, 0.21, 3.43], [2.99, 1.57, 2.82], [2.34, 0.24, 1.63], [1.82, 2.95, -1.35], [0.57, 5.23, -1.41], [-1.77, 5.32, -1.47], [-3.28, 3.22, -1.02], [-1.94, 1.02, -0.74], [2.78, -1.86, -0.09], [4.27, -3.71, 0.11], [4.05, -5.33, 2.03], [2.25, -4.90, 3.65], [0.13, -2.41, 4.28], [0.35, -4.10, 4.30], [-0.77, -3.38, 3.14], [-3.37, 1.05, 1.15], [-3.57, 0.94, 2.91], [-2.71, -0.33, 2.13], [-2.57, 3.33, 3.07], [1.02, -2.48, -1.96]]}


{"formula": "C29H29N3O5", "method": "ωB97M-V with the def2-TZVPD basis set", "orbital_gap_ha": 0.2930, "lumo_energy_ev": -0.24, "total_charge": 0, "de_lowest_kcal_mol": 21.8, "e_tot_ha": -1662.935520, "smiles": "COc1cc(-c2cc(C(=O)Nc3ccccc3N3CCOCC3)c3ccccc3n2)cc(OC)c1OC", "elements": ["C", "O", "C", "C", "C", "C", "C", "C", "C", "O", "N", "C", "C", "C", "C", "C", "C", "N", "C", "C", "O", "C", "C", "C", "C", "C", "C", "C", "C", "N", "C", "C", "O", "C", "C", "O", "C", "H", "H", "H", "H", "H", "H", "H", "H", "H", "H", "H", "H", "H", "H", "H", "H", "H", "H", "H", "H", "H", "H", "H", "H", "H", "H", "H", "H", "H"], "positions_angstrom": [[2.87, 5.37, 1.23], [2.03, 4.34, 1.71], [2.23, 3.04, 1.36], [1.30, 2.17, 1.92], [1.33, 0.81, 1.65], [0.20, -0.03, 2.09], [-0.29, -1.00, 1.19], [-1.48, -1.63, 1.45], [-2.11, -2.48, 0.38], [-2.72, -3.51, 0.57], [-1.92, -1.90, -0.84], [-2.18, -2.36, -2.13], [-2.95, -3.48, -2.42], [-3.12, -3.87, -3.73], [-2.53, -3.16, -4.76], [-1.76, -2.03, -4.48], [-1.59, -1.62, -3.17], [-0.78, -0.51, -2.79], [0.44, -0.30, -3.54], [1.31, 0.67, -2.74], [0.66, 1.91, -2.54], [-0.56, 1.73, -1.87], [-1.48, 0.76, -2.63], [-2.12, -1.40, 2.70], [-3.30, -2.03, 3.11], [-3.84, -1.75, 4.34], [-3.23, -0.82, 5.19], [-2.08, -0.18, 4.82], [-1.50, -0.45, 3.56], [-0.40, 0.24, 3.22], [2.36, 0.29, 0.88], [3.32, 1.14, 0.34], [4.38, 0.70, -0.40], [4.58, -0.68, -0.56], [3.23, 2.53, 0.53], [4.15, 3.37, -0.07], [4.20, 3.32, -1.49], [2.76, 5.51, 0.15], [2.53, 6.27, 1.74], [3.92, 5.19, 1.46], [0.51, 2.58, 2.54], [0.26, -1.19, 0.28], [-1.34, -1.06, -0.87], [-3.38, -4.04, -1.61], [-3.71, -4.74, -3.95], [-2.66, -3.47, -5.78], [-1.30, -1.48, -5.29], [0.95, -1.25, -3.66], [0.26, 0.14, -4.53], [2.24, 0.89, -3.27], [1.55, 0.23, -1.76], [-1.02, 2.72, -1.80], [-0.38, 1.35, -0.86], [-2.41, 0.61, -2.08], [-1.73, 1.20, -3.61], [-3.76, -2.75, 2.46], [-4.75, -2.25, 4.65], [-3.67, -0.62, 6.16], [-1.60, 0.54, 5.46], [2.43, -0.77, 0.74], [4.68, -1.18, 0.41], [3.76, -1.15, -1.13], [5.51, -0.78, -1.12], [4.73, 4.22, -1.79], [4.75, 2.44, -1.83], [3.20, 3.31, -1.92]]}